Density functional theory data (ωB97M-V with the def2-TZVPD basis set) for 7 unconnected molecules or ions with the total composition C28H77N7O7 at a distorted geometry.

Values from the calculation:
Energy above the lowest of the compared OMol25 structures with the same formula, charge and spin in kJ/mol: 135.2
HOMO in eV: -8.869
LUMO in eV: 0.5891
Gap between HOMO and LUMO in eV: 9.46
Structure (SMILES): COC[C@H](C)N.COC[C@H](C)N.COC[C@H](C)N.COC[C@H](C)N.COC[C@H](C)N.COC[C@H](C)N.COC[C@H](C)N

The geometry in ORCA input format:
```
! wB97M-V def2-TZVPD RIJCOSX def2/J DEFGRID3
* xyz 0 1
C 0.121 6.652 -3.717
C 0.812 5.441 -4.344
C -0.134 4.251 -4.263
O -0.577 4.005 -2.953
C -1.478 2.915 -2.868
N 1.051 5.754 -5.759
H 0.736 7.554 -3.745
H -0.180 6.495 -2.681
H -0.833 6.833 -4.219
H 1.741 5.244 -3.797
H 0.487 3.421 -4.645
H -1.003 4.400 -4.911
H -2.432 3.142 -3.344
H -1.605 2.735 -1.801
H -0.998 2.009 -3.250
H 1.509 6.661 -5.743
H 1.714 5.101 -6.166
C 6.429 1.509 -1.196
C 6.517 0.001 -0.951
C 5.190 -0.685 -1.311
O 5.300 -2.080 -1.367
C 4.022 -2.718 -1.278
N 7.587 -0.603 -1.763
H 6.131 1.714 -2.231
H 7.384 2.025 -1.078
H 5.707 2.035 -0.564
H 6.726 -0.163 0.108
H 4.804 -0.314 -2.267
H 4.492 -0.373 -0.524
H 4.047 -3.643 -1.852
H 3.267 -2.088 -1.749
H 3.819 -2.874 -0.222
H 8.457 -0.201 -1.389
H 7.648 -0.088 -2.648
C -1.024 -1.177 -0.332
C 0.418 -0.924 -0.732
C 0.915 0.522 -0.549
O 2.104 0.741 -1.260
C 2.247 2.061 -1.760
N 1.268 -1.793 0.127
H -1.315 -2.125 -0.792
H -1.707 -0.413 -0.721
H -1.249 -1.266 0.732
H 0.555 -1.178 -1.788
H 1.149 0.696 0.509
H 0.076 1.147 -0.883
H 3.224 2.043 -2.238
H 2.230 2.806 -0.960
H 1.466 2.303 -2.484
H 0.715 -2.499 0.617
H 1.599 -1.214 0.889
C -4.440 2.265 1.926
C -4.569 1.050 1.009
C -4.090 1.263 -0.417
O -4.212 0.029 -1.100
C -3.850 0.104 -2.462
N -3.940 -0.111 1.658
H -4.937 2.061 2.871
H -5.047 3.064 1.485
H -3.397 2.567 1.986
H -5.633 0.791 0.965
H -3.004 1.461 -0.403
H -4.577 2.085 -0.954
H -3.937 -0.919 -2.816
H -2.830 0.491 -2.564
H -4.503 0.787 -3.014
H -2.970 0.041 1.929
H -3.801 -0.757 0.874
C -4.349 -4.881 0.957
C -4.367 -3.556 0.216
C -3.883 -3.656 -1.228
O -2.620 -4.282 -1.178
C -1.990 -4.393 -2.448
N -5.737 -3.009 0.317
H -5.135 -5.577 0.656
H -4.442 -4.695 2.030
H -3.453 -5.497 0.852
H -3.682 -2.854 0.710
H -3.859 -2.638 -1.633
H -4.560 -4.290 -1.812
H -1.037 -4.881 -2.260
H -1.754 -3.373 -2.782
H -2.635 -4.882 -3.181
H -5.808 -2.143 -0.211
H -5.841 -2.747 1.293
C 3.355 -3.944 4.693
C 2.632 -3.625 3.401
C 1.146 -3.768 3.500
O 0.482 -3.693 2.252
C -0.887 -4.060 2.234
N 3.023 -2.270 2.944
H 2.966 -3.306 5.490
H 4.413 -3.699 4.587
H 3.298 -4.988 4.998
H 2.931 -4.245 2.542
H 0.719 -2.974 4.135
H 0.872 -4.688 4.033
H -1.040 -4.990 2.789
H -1.206 -4.088 1.198
H -1.465 -3.328 2.812
H 2.844 -2.258 1.944
H 4.035 -2.173 2.969
C 1.062 4.194 2.985
C -0.155 3.315 2.660
C 0.144 1.833 2.911
O -1.003 1.034 2.712
C -0.826 -0.175 3.446
N -1.258 3.756 3.519
H 1.964 3.858 2.472
H 1.199 4.143 4.067
H 0.874 5.227 2.705
H -0.502 3.579 1.657
H 0.449 1.808 3.966
H 1.024 1.496 2.353
H 0.103 -0.658 3.127
H -1.635 -0.887 3.283
H -0.793 0.083 4.509
H -0.982 3.675 4.498
H -2.025 3.092 3.450
*
```

Atom charges from the Mulliken analysis, given in e for atoms 1 to 99:
1. C -1.46
2. C 0.62
3. C -0.72
4. O -0.31
5. C -0.80
6. N -0.73
7. H 0.42
8. H 0.31
9. H 0.36
10. H 0.20
11. H 0.25
12. H 0.39
13. H 0.43
14. H 0.13
15. H 0.37
16. H 0.27
17. H 0.26
18. C -1.45
19. C 0.61
20. C -0.36
21. O -0.46
22. C -0.38
23. N -0.70
24. H 0.36
25. H 0.38
26. H 0.33
27. H 0.28
28. H 0.20
29. H 0.09
30. H 0.35
31. H 0.16
32. H 0.10
33. H 0.29
34. H 0.26
35. C 0.40
36. C 0.58
37. C 0.50
38. O -0.23
39. C -0.84
40. N -0.03
41. H 0.04
42. H -0.63
43. H -0.36
44. H 0.08
45. H -0.41
46. H -0.06
47. H 0.31
48. H 0.27
49. H 0.33
50. H 0.09
51. H 0.07
52. C -1.41
53. C 0.42
54. C -0.01
55. O -0.17
56. C -0.65
57. N -0.46
58. H 0.44
59. H 0.48
60. H 0.00
61. H 0.38
62. H -0.39
63. H 0.62
64. H 0.20
65. H 0.08
66. H 0.35
67. H 0.19
68. H -0.25
69. C -1.72
70. C 1.74
71. C -0.12
72. O -0.32
73. C -0.90
74. N -0.75
75. H 0.33
76. H 0.44
77. H 0.31
78. H -0.61
79. H -0.48
80. H 0.62
81. H 0.29
82. H 0.29
83. H 0.32
84. H 0.31
85. H 0.36
86. C -1.60
87. C 0.74
88. C -0.81
89. O -0.29
90. C -0.84
91. N -0.59
92. H 0.37
93. H 0.41
94. H 0.38
95. H 0.26
96. H 0.27
97. H 0.37
98. H 0.52
99. H 0.16

Density functional theory data (ωB97M-V with the def2-TZVPD basis set) for a molecular structure, C3H9Br2NS at a distorted geometry.

Values from the calculation:
HOMO in eV: -8.437
LUMO in eV: -1.8431
Gap between HOMO and LUMO in eV: 6.59

The geometry in ORCA input format:
```
! wB97M-V def2-TZVPD RIJCOSX def2/J DEFGRID3
* xyz 0 1
N -2.223 1.241 -0.745
C -1.451 -0.025 -0.590
C -0.009 0.312 -0.202
C 0.895 -0.919 -0.083
S 2.370 -0.506 0.840
Br 3.301 1.296 -0.093
H -1.946 1.811 0.052
H -1.771 1.716 -1.523
H -1.928 -0.669 0.142
H -1.501 -0.513 -1.564
H -0.029 0.833 0.759
H 0.408 1.013 -0.930
H 1.163 -1.326 -1.056
H 0.421 -1.769 0.622
H 1.816 -0.130 2.025
Br 0.484 -2.364 2.346
*
```

In elementary charge units, the Mulliken charges are:
1. N -0.68
2. C -0.61
3. C -0.48
4. C -0.55
5. S 0.19
6. Br -0.10
7. H 0.27
8. H 0.27
9. H 0.34
10. H 0.36
11. H 0.33
12. H 0.41
13. H 0.40
14. H 0.25
15. H 0.24
16. Br -0.63

Density functional theory data (ωB97M-V with the def2-TZVPD basis set) for a single C3H4BrN3O molecule at a distorted geometry.

Values from the calculation:
Energy above the lowest of the compared OMol25 structures with the same formula, charge and spin in kJ/mol: 928.9
HOMO (alpha / beta) in eV: -8.535 / -8.236
LUMO (alpha / beta) in eV: -0.6682 / -0.6531
Gap between HOMO and LUMO (alpha / beta) in eV: 7.87 / 7.58

The geometry in ORCA input format:
```
! wB97M-V def2-TZVPD RIJCOSX def2/J DEFGRID3
* xyz 0 1
C 0.962 3.286 -0.423
C 1.598 0.085 1.012
C -0.591 -1.061 0.419
N -0.156 1.084 -0.253
N 0.357 0.025 0.440
N 0.402 2.146 -0.582
O -0.191 3.271 -1.325
Br 2.111 -1.450 1.892
H 1.945 3.714 -0.893
H -0.017 -1.906 0.173
H -1.310 -1.212 1.341
H -1.301 -0.855 -0.346
*
```

In elementary charge units, the Mulliken charges are:
1. C 0.02
2. C -0.08
3. C -0.95
4. N -0.72
5. N 0.65
6. N 0.37
7. O -0.41
8. Br -0.12
9. H 0.22
10. H 0.38
11. H 0.24
12. H 0.39

Molar mass in Da, matching the order above: 623.97; 250.99; 177.99